(1)
{"formula": "C47H48ClN8P2S2W", "method": "ωB97M-V with the def2-TZVPD basis set", "elements": ["H", "H", "H", "C", "H", "C", "N", "H", "C", "C", "H", "C", "N", "H", "C", "H", "H", "C", "H", "Cl", "H", "C", "C", "C", "C", "C", "H", "C", "H", "C", "H", "C", "H", "C", "C", "C", "N", "H", "H", "H", "H", "C", "H", "C", "C", "H", "C", "C", "H", "C", "C", "C", "C", "H", "H", "C", "C", "H", "H", "H", "C", "H", "C", "C", "H", "C", "N", "C", "H", "H", "H", "H", "H", "H", "H", "C", "H", "C", "S", "H", "C", "C", "C", "C", "W", "H", "N", "C", "P", "H", "C", "H", "C", "C", "C", "H", "C", "H", "N", "H", "H", "C", "N", "H", "N", "P", "H", "S", "H"], "coordinates": [[4.383, 2.489, 4.289], [-6.782, -2.934, -0.505], [2.934, 2.949, -5.584], [-0.373, 2.282, -5.870], [-0.715, 0.798, 5.020], [0.580, 3.275, 2.308], [-2.839, 3.766, -2.388], [-4.854, 1.509, 5.827], [-0.381, 2.134, 1.993], [0.638, 3.581, -1.757], [1.556, -2.533, -7.036], [-4.084, 1.121, 5.173], [1.246, -1.868, -4.443], [-0.852, 2.336, 1.032], [-3.041, -2.637, -3.740], [0.310, -3.592, -5.113], [6.047, -1.834, 1.560], [4.349, -1.901, 0.252], [-5.742, -3.184, 1.760], [-2.028, 0.612, -4.546], [1.388, -0.035, 4.277], [-4.431, 0.528, 3.972], [3.062, -1.443, 0.019], [2.614, 2.092, -0.488], [0.340, -3.722, 4.722], [1.849, 1.540, -4.388], [-5.314, -2.480, -2.449], [-2.746, 1.227, 5.542], [-3.296, -2.799, 1.984], [-3.436, 0.032, 3.136], [0.093, 4.176, 1.919], [1.093, -1.069, 4.398], [1.509, 3.182, 1.745], [4.461, -0.569, 2.253], [0.860, 2.862, -6.129], [2.473, -0.540, 0.903], [-2.091, 0.202, -0.258], [3.560, 2.856, 2.765], [3.087, -2.833, -6.198], [1.840, -3.800, 6.254], [0.043, -4.755, 4.846], [5.047, -1.467, 1.372], [1.374, -0.031, -2.384], [1.326, -3.211, -4.995], [1.722, -1.860, 5.349], [-3.522, -3.617, -3.742], [-4.900, -2.553, -1.455], [2.061, -3.185, -6.322], [-5.470, 0.459, 3.677], [1.293, 1.643, -0.452], [3.177, -0.098, 2.015], [3.559, 3.041, 3.840], [0.625, 0.938, -4.115], [2.105, -4.186, -6.748], [2.505, -1.435, 5.965], [-0.281, -2.937, 3.764], [0.486, -0.076, -3.017], [1.827, -3.873, -4.285], [-2.215, -2.640, -4.441], [-2.478, 1.694, 6.480], [-1.755, 0.727, 4.717], [3.401, 1.526, -0.007], [-5.715, -2.815, -0.367], [0.098, -1.607, 3.592], [1.198, 4.558, 3.925], [0.383, -1.503, -3.480], [-3.004, -2.444, -0.017], [-3.235, 2.861, -1.791], [2.210, 4.952, -2.262], [2.710, 1.269, -3.786], [3.705, 4.104, 4.032], [3.967, 3.611, -1.149], [-1.253, 2.568, -6.429], [-0.705, 2.064, -1.135], [-1.185, 2.159, 2.724], [-2.100, 0.124, 3.506], [-3.695, -0.386, 2.173], [-5.147, -2.944, 0.891], [0.264, -3.274, 0.481], [-0.371, 0.159, -2.393], [1.973, 2.491, -5.390], [1.348, -3.185, 5.512], [-3.536, -2.399, -1.254], [-3.788, -2.737, 1.024], [-0.978, -1.605, 0.110], [4.803, -2.605, -0.432], [-1.344, -2.054, -2.044], [1.953, 4.027, -1.762], [0.848, 0.137, 0.496], [5.004, -0.235, 3.128], [0.849, 3.532, 3.788], [-1.054, -3.370, 3.141], [-2.863, 0.987, -0.674], [2.938, 3.277, -1.138], [-2.571, -2.299, -2.366], [-0.078, 3.438, 4.360], [-0.473, 1.327, -4.874], [1.835, -1.151, -4.834], [-0.413, -2.403, -3.009], [2.509, -1.801, -0.842], [0.944, 3.610, -6.907], [0.320, 2.397, -1.114], [0.182, 0.755, 1.983], [-3.780, -1.904, -4.070], [-3.713, 1.813, -1.110], [-0.842, -0.587, 2.419], [2.715, 0.609, 2.693], [2.042, 2.461, 4.622], [-0.149, 4.137, -2.251]], "e_above_lowest_ev": 0.0000, "charge": 1, "homo_lumo_gap_ev": 6.69}

***

(2)
{"formula": "C47H48F10O2Si2", "method": "ωB97M-V with the def2-TZVPD basis set", "elements": ["H", "C", "H", "H", "C", "C", "C", "H", "C", "H", "H", "C", "H", "C", "C", "C", "C", "H", "H", "H", "F", "H", "H", "C", "C", "H", "H", "F", "C", "H", "H", "C", "F", "F", "H", "F", "C", "H", "Si", "C", "C", "H", "F", "H", "H", "C", "C", "H", "C", "C", "H", "C", "H", "C", "O", "C", "H", "H", "C", "C", "H", "C", "H", "C", "C", "C", "C", "F", "Si", "C", "C", "C", "C", "O", "H", "C", "H", "H", "F", "F", "C", "H", "C", "H", "C", "H", "C", "H", "H", "C", "H", "H", "C", "H", "H", "C", "C", "H", "C", "H", "F", "C", "H", "H", "H", "H", "C", "H", "H"], "coordinates": [[-2.205, 3.903, 9.799], [-0.206, 4.589, 9.412], [3.082, 4.446, 0.842], [-2.832, -3.372, -5.564], [-3.685, 0.958, 7.308], [-1.882, -2.167, -2.533], [2.328, 5.839, -2.072], [-3.838, -5.060, 2.121], [-2.875, -6.667, -1.263], [0.148, 4.368, 10.413], [5.061, 6.013, -0.336], [4.379, 3.011, -5.961], [-1.633, -4.070, -3.500], [-0.079, -0.414, -8.027], [3.912, 2.956, 2.136], [-1.529, 4.330, 9.067], [-1.121, 5.170, 6.847], [-1.461, 5.409, 5.846], [1.699, 5.333, 8.720], [1.507, 5.296, -4.640], [2.682, 1.856, -8.604], [4.604, 1.564, 3.606], [0.502, -12.130, -0.127], [-4.543, 1.100, 9.559], [-4.105, -0.196, 9.807], [4.697, 2.114, -6.593], [-1.298, 2.402, -6.576], [-1.357, -4.901, -1.630], [-4.330, 1.661, 8.312], [-1.366, -2.471, -1.630], [3.208, 2.550, 5.417], [-2.278, -5.489, -0.844], [4.674, 2.426, 1.163], [-4.758, 2.913, 8.070], [5.044, 2.222, -3.385], [4.224, 5.798, -6.788], [-3.054, -10.875, 0.638], [3.374, 0.949, -4.468], [3.848, 2.336, -4.251], [3.174, 2.963, 4.415], [0.195, 5.418, 7.201], [0.917, 3.256, -7.322], [-4.296, -10.436, 0.905], [-4.273, -0.649, 10.778], [1.265, 5.564, -1.746], [-3.450, -0.911, 8.808], [-3.564, -5.512, 1.175], [1.846, -0.566, -8.991], [-2.142, -11.002, 1.672], [-1.423, -11.638, -0.942], [-2.598, -7.098, -2.217], [0.625, 2.231, -7.518], [-2.277, -0.177, -1.823], [-2.391, -0.878, -2.642], [3.192, 5.404, -1.001], [5.655, 3.964, -5.855], [-2.122, -3.988, 0.671], [-4.291, -8.203, -0.762], [-2.710, -11.190, -0.666], [-0.500, -11.776, 0.090], [-3.445, -11.084, -1.455], [4.585, 5.622, -1.299], [-3.015, 4.412, 7.516], [-3.238, -0.333, 7.561], [-4.168, -6.698, 0.768], [-2.609, -4.907, 0.367], [-0.859, -11.461, 1.396], [1.034, 5.947, 6.293], [2.597, 4.881, -3.727], [1.490, 1.388, -8.194], [5.518, 5.363, -6.573], [3.958, 2.411, 3.409], [-0.610, 1.748, -7.099], [2.538, 3.176, -3.508], [-3.105, -1.920, 9.004], [-1.986, 4.618, 7.785], [-1.921, 0.048, -7.022], [-1.141, -11.880, -1.960], [-3.838, -1.016, -5.959], [6.107, 6.342, -5.746], [2.303, 4.580, 2.851], [-3.444, 0.518, -3.908], [-2.032, -3.070, -3.582], [3.489, 3.460, -6.489], [-3.197, -1.393, -4.838], [-0.352, -1.445, -8.220], [-3.048, -0.486, -3.803], [5.806, 4.187, -4.746], [4.782, 6.407, -2.086], [2.344, 4.045, 4.135], [1.730, 4.472, 4.920], [6.628, 3.472, -6.182], [3.095, 4.036, 1.846], [1.654, 5.420, 2.633], [-2.724, -0.889, 6.785], [-2.698, -2.682, -4.740], [-0.960, 0.426, -7.352], [-2.436, -10.744, 2.682], [-3.822, -7.277, -0.449], [-0.140, -11.572, 2.199], [6.225, 5.303, -7.774], [0.663, 5.132, 8.472], [-5.048, 1.674, 10.327], [3.836, 5.385, -4.315], [-3.536, 1.421, 6.340], [-4.910, -7.172, 1.400], [1.151, 0.071, -8.456], [5.068, 4.618, -1.510], [2.309, 6.971, -2.218]], "charge": 0, "homo_lumo_gap_ev": 9.53}

***

(3)
{"formula": "C47H49Cl2GeN3O2Rb", "method": "ωB97M-V with the def2-TZVPD basis set", "elements": ["H", "C", "H", "H", "H", "C", "H", "C", "C", "H", "H", "C", "H", "C", "C", "Ge", "H", "H", "H", "C", "Cl", "H", "H", "H", "C", "H", "H", "H", "C", "H", "C", "H", "C", "C", "C", "C", "H", "C", "C", "H", "C", "H", "H", "N", "C", "H", "C", "H", "N", "C", "H", "C", "N", "H", "C", "C", "C", "H", "C", "C", "C", "Cl", "C", "O", "H", "H", "C", "C", "H", "H", "Rb", "C", "H", "C", "C", "C", "H", "C", "C", "H", "C", "H", "C", "H", "C", "H", "H", "C", "H", "C", "C", "H", "H", "C", "O", "H", "C", "H", "H", "H", "H", "H", "H", "C", "C"], "coordinates": [[-2.501, -1.286, 3.160], [0.250, -4.404, 4.242], [-2.682, -3.391, 1.496], [-0.401, 0.559, 5.319], [4.130, -5.327, -3.189], [1.603, 4.297, -3.525], [-2.886, 4.490, 0.292], [-2.672, -5.605, -1.644], [-2.690, 1.644, 1.485], [-3.897, 2.647, -4.412], [4.736, 4.430, -4.785], [-1.927, 2.796, 1.281], [0.306, 4.765, 2.900], [1.428, -3.686, -0.877], [3.213, 5.913, -5.121], [0.008, -2.709, 0.197], [0.894, 1.823, 4.771], [6.125, 1.655, 0.596], [3.084, -2.554, 4.225], [3.375, -4.881, -2.552], [3.992, 0.538, -3.048], [2.413, -4.776, 0.695], [-1.060, -4.683, 2.575], [-4.539, -1.394, -2.545], [-1.042, 0.126, 4.555], [0.680, 4.280, 1.241], [-3.433, -0.922, 1.725], [0.742, -2.758, -2.694], [-3.121, -0.525, 2.690], [-1.252, 4.120, -0.285], [-2.873, 2.901, -4.137], [-1.971, -0.170, 5.050], [0.561, -3.367, 2.050], [2.422, -4.025, -3.088], [-0.898, 3.115, 2.168], [-2.493, -0.612, -2.506], [2.430, -3.797, -4.148], [-1.543, -4.859, -1.314], [2.921, 3.929, -3.775], [-2.292, 3.119, -5.035], [-2.180, 3.679, 0.075], [-2.671, -6.213, -2.543], [4.109, -5.799, -0.755], [-0.391, 3.012, -3.324], [-2.361, 0.773, 2.525], [0.063, 5.741, -3.878], [1.898, 6.283, -4.861], [0.231, 3.449, 4.864], [2.974, 0.566, 0.978], [-3.803, -5.569, -0.837], [-4.655, -4.737, 0.953], [5.208, 1.226, 2.494], [-0.964, 1.902, -2.924], [-4.622, 0.752, 1.093], [4.099, 0.983, 0.388], [-2.236, 1.770, -3.378], [-3.870, 1.354, 0.584], [1.395, 3.029, 3.612], [3.716, 4.735, -4.581], [2.942, 0.475, 2.307], [-1.498, -4.032, -0.183], [3.946, 0.618, 4.825], [-3.784, -4.777, 0.306], [-1.337, -0.849, -2.180], [1.497, 7.201, -5.275], [3.839, 6.537, -5.750], [4.038, 0.789, 3.089], [1.472, -3.438, -2.258], [1.728, -3.976, 5.749], [2.334, -2.162, 1.916], [1.090, 0.349, -1.620], [1.738, -2.799, 2.566], [-4.352, 2.278, 0.264], [-1.323, 1.084, 3.415], [2.402, -4.552, -0.367], [-2.959, 0.618, -3.137], [-4.682, -6.149, -1.091], [-0.130, 4.405, 1.969], [3.362, -5.140, -1.186], [3.318, 3.001, -3.368], [-0.590, 2.263, 3.237], [-0.783, 5.192, 1.589], [-2.656, -4.020, 0.612], [-3.570, 0.817, -0.323], [1.413, -3.815, 4.724], [-3.541, -1.878, -1.148], [-2.869, 3.817, -3.542], [0.737, 3.424, -2.657], [-2.583, 3.096, -0.754], [-3.535, -1.678, -2.222], [0.537, 2.655, 4.173], [6.071, 1.469, 3.102], [-3.989, 0.618, -3.474], [5.234, 1.325, 1.116], [1.010, 3.251, -1.468], [-0.344, -5.036, 4.895], [-0.158, -4.189, 2.925], [4.100, 1.021, -0.701], [-3.240, -2.614, -2.701], [-0.560, -0.792, 4.202], [-0.672, -4.925, -1.958], [-4.019, -0.400, 3.308], [2.020, 0.119, 2.757], [1.094, 5.471, -4.071], [2.168, -3.017, 3.870]], "charge": -2, "multiplicity": 2, "homo_lumo_gap_ev": [5.25, 5.25]}

***

(4)
{"formula": "C47H49N5O3RhTe", "method": "ωB97M-V with the def2-TZVPD basis set", "elements": ["H", "H", "H", "H", "O", "H", "C", "C", "C", "C", "C", "C", "H", "C", "H", "H", "C", "H", "C", "H", "C", "C", "C", "H", "H", "H", "C", "H", "H", "C", "C", "H", "H", "Rh", "C", "H", "C", "N", "H", "H", "C", "H", "H", "H", "H", "C", "N", "H", "C", "C", "H", "N", "C", "C", "N", "C", "H", "H", "N", "H", "C", "H", "C", "H", "C", "H", "H", "H", "C", "C", "C", "H", "C", "C", "C", "C", "O", "C", "C", "H", "H", "H", "H", "C", "Te", "O", "H", "H", "C", "H", "C", "C", "C", "H", "C", "H", "H", "H", "H", "H", "H", "C", "C", "C", "C", "C"], "coordinates": [[-1.480, 2.611, 3.193], [1.884, 1.648, -2.357], [7.283, 0.806, -2.670], [3.048, 2.255, -0.696], [-1.838, 1.292, -1.888], [5.757, -1.782, -1.043], [1.366, -2.999, -4.720], [-3.050, -3.685, 0.091], [-2.585, -2.847, 1.094], [1.962, 3.137, 2.231], [1.320, 2.374, -2.926], [0.056, -1.889, -2.546], [5.069, -6.278, -0.821], [5.771, 0.338, -1.261], [1.247, -5.104, 1.309], [-4.268, -3.804, -1.676], [3.144, -2.159, -0.198], [-1.989, -3.258, 1.902], [1.315, 2.206, 1.437], [-4.668, 3.810, 4.070], [-3.796, -0.967, 0.156], [5.001, 1.488, -1.138], [3.823, -5.798, 0.611], [-0.709, 4.818, -5.126], [0.175, -0.025, -3.612], [2.291, 5.217, 2.614], [-2.476, 2.912, 2.863], [-1.083, -1.997, -0.857], [0.755, 5.966, 0.824], [0.919, 4.911, 0.993], [-3.884, -3.165, -0.891], [-5.374, 0.455, 0.372], [-1.281, -0.612, -1.687], [0.917, -0.262, -0.168], [1.810, -4.293, 0.866], [3.179, -6.597, 0.236], [3.123, -4.470, 0.444], [3.071, 0.196, -0.596], [2.610, 2.802, 3.032], [-5.370, -1.914, 4.805], [-5.713, 2.025, 4.625], [-1.836, 3.552, -3.322], [-3.651, -1.971, 4.408], [1.704, 4.491, -5.535], [-2.795, -4.737, 0.097], [-2.919, -1.489, 1.111], [1.472, 0.777, 1.665], [-0.421, 4.316, -0.568], [0.257, 3.982, 0.204], [-3.569, 2.078, 3.482], [0.191, -2.887, 1.008], [-0.577, -1.287, -1.387], [-0.142, 4.136, -4.507], [3.790, -3.378, -0.090], [1.863, -2.011, 0.185], [-5.663, 0.640, 4.618], [0.023, -3.874, -1.730], [7.726, 1.125, -0.989], [-0.214, 1.590, -0.349], [-6.473, 0.079, 5.070], [-4.652, 2.726, 4.058], [-1.005, 1.258, 0.221], [0.993, -3.797, -3.648], [-7.470, 3.242, 4.447], [0.477, 2.629, 0.407], [2.989, 2.890, -4.163], [-4.856, -1.984, 3.123], [3.952, -5.973, 1.684], [-3.557, 0.677, 3.489], [3.666, 1.374, -0.810], [-0.786, 1.838, -1.653], [-4.942, -1.443, -1.585], [1.941, 3.058, -3.957], [-0.035, 2.572, -2.687], [1.217, -3.061, 0.712], [1.214, 3.950, -4.736], [5.098, -5.813, 0.020], [-4.304, 0.449, 0.154], [1.069, -1.643, -4.703], [-7.530, 2.087, 5.777], [1.871, -3.434, -5.571], [5.431, 2.470, -1.292], [4.818, -3.497, -0.399], [0.335, -3.245, -2.558], [-1.941, -0.340, 2.594], [7.778, -0.878, -1.556], [-2.497, 2.836, 1.771], [0.825, 0.472, 2.391], [1.776, 4.492, 1.999], [-2.608, 3.960, 3.125], [7.221, 0.411, -1.650], [-0.774, 3.433, -3.495], [-6.877, 2.761, 5.226], [-3.819, 1.072, 0.903], [0.417, -1.082, -3.616], [8.700, -0.854, -1.829], [-4.166, 0.902, -0.827], [1.338, -1.017, -5.543], [1.200, -4.859, -3.665], [-6.536, 3.542, 5.906], [2.415, 0.580, 1.985], [-4.261, -1.834, -0.838], [-4.595, -0.061, 4.063], [3.825, -0.914, -0.647], [-4.616, -1.564, 4.103], [5.164, -0.882, -0.994]], "e_above_lowest_ev": 0.0000, "charge": 2, "multiplicity": 2, "homo_lumo_gap_ev": [6.80, 6.79]}